[1]
172
Properties=species:S:1:pos:R:3:forces:R:3:lowdin_charge:R:1 method="wB97M-V/def2-TZVPD" e_tot_ev=-149877.83062 homo_ev=-4.02 homo_lumo_gap_ev=5.17 charge=-1
Cd 3.023 -1.532 3.855 1.6046 -1.1179 0.3172 1.380
Zn -1.584 0.988 -2.092 0.8399 0.1170 -1.1654 0.692
O 3.061 6.517 0.165 -0.1968 -0.2432 -0.3611 -0.088
O 7.724 -3.993 0.219 0.9746 -0.0409 -0.5843 0.032
O 5.272 0.257 0.448 -0.0265 -0.0734 -0.6107 -0.076
O -1.422 -2.037 4.812 -0.0502 0.2542 -0.3080 -0.097
O 3.787 -3.022 2.451 0.1856 -0.5781 -0.2538 -0.181
O 0.237 1.610 -1.017 -1.3226 -0.6821 -0.6709 -0.032
O -1.639 -0.303 -0.366 -0.2168 0.4550 -0.8812 -0.017
O 0.113 3.622 4.015 -0.0179 0.3058 -0.2953 -0.078
O -1.840 2.093 -3.762 -0.3709 -0.0895 1.8727 -0.251
O -3.320 -0.211 -2.694 -1.1414 0.3582 0.0578 -0.093
O 3.001 -0.183 2.214 -0.2847 1.3164 -1.0823 -0.077
O 5.114 -1.427 4.182 1.1888 0.0679 0.3818 -0.195
O -2.742 2.304 -0.998 -0.4449 1.0779 0.8937 -0.103
O 1.018 -1.666 3.245 -2.5084 0.0072 -1.0737 -0.127
O 2.537 0.078 5.244 0.1717 0.9325 1.3392 -0.168
O -0.424 -0.535 -3.103 -0.0254 -0.0623 -0.2842 -0.128
O -1.996 -5.153 -2.789 -0.0609 -0.8919 0.4741 -0.099
O -1.589 -7.079 3.586 0.1281 -0.2171 -0.4085 -0.088
O 9.099 -2.376 1.967 0.4179 -0.1935 -0.4719 0.035
O -4.325 -0.993 0.945 0.0853 -0.0066 0.3745 -0.089
O -0.034 -3.169 -2.438 0.2181 -0.1779 0.3613 -0.120
O 2.828 -3.025 5.466 -0.7198 -1.1644 1.0374 -0.162
N -1.567 2.749 -4.940 0.9768 -1.0872 -0.9730 -0.153
C -2.637 -1.753 4.109 0.6213 -0.0768 0.4705 -0.328
C 1.913 -0.116 1.620 -0.6949 -0.5760 0.1177 -0.293
C 1.727 -2.797 -0.776 -0.5633 -0.8450 0.6689 -0.052
C 5.750 -3.620 1.288 -1.2874 1.0769 1.4331 -0.007
C -5.035 -2.223 0.936 0.8207 0.0020 -0.6115 -0.343
C 2.050 5.506 0.376 1.1892 0.1863 0.4729 -0.316
C -3.166 1.371 -6.111 -1.3312 -0.9519 0.5255 -0.040
C 5.058 -2.955 2.293 0.4428 0.0364 -0.2622 -0.353
C 3.951 2.021 4.802 0.9813 0.0835 0.1866 -0.078
C 0.425 -0.361 -4.261 0.5573 -0.1105 0.4188 -0.237
C -1.099 2.231 2.473 0.2462 -0.0836 0.2682 -0.060
C -2.772 2.796 -5.742 0.8356 0.1045 -0.9169 -0.518
C -0.774 -4.890 2.989 0.3290 0.5433 -0.3289 -0.087
C 0.490 0.723 -0.154 0.8377 1.4911 0.4160 -0.355
C 1.252 -3.647 -1.931 -0.4860 0.6543 -0.4414 -0.238
C -0.391 -1.126 1.359 0.4561 -0.1713 0.9728 0.001
C 0.747 -1.085 2.153 1.2414 1.1332 -0.7454 -0.301
C 1.659 0.773 0.569 0.2264 -0.2510 0.3521 0.019
C 1.518 5.036 -0.941 -0.6249 -0.2850 -0.6156 -0.085
C -2.413 3.428 -7.091 -0.7377 1.6519 -0.4966 -0.149
C 5.839 -2.035 3.307 -0.1906 -0.2477 -0.9287 -0.358
C -6.407 -2.045 1.518 -0.5478 0.2793 -0.1855 -0.080
C 0.705 3.259 -4.269 0.7943 -0.9036 0.4239 -0.034
C -0.554 -0.271 0.256 -0.7569 -1.2404 0.5407 -0.321
C -0.605 -6.384 2.810 0.0919 -0.1783 0.2830 -0.300
C -0.562 3.805 -4.859 -1.0844 0.7998 -0.0547 -0.504
C -5.601 0.194 -1.817 0.4251 0.2773 -0.5889 -0.055
C 5.954 1.270 1.148 -0.6985 -0.2309 0.6093 -0.315
C 7.133 -3.409 1.113 -0.3433 -1.0042 -0.6415 -0.399
C 7.890 -2.526 2.082 0.8817 0.4924 0.6701 -0.381
C -4.667 0.230 -3.016 -0.3636 -0.4894 -0.3727 -0.254
C -1.569 4.693 -7.017 0.5893 -0.7957 -0.0775 -0.189
C -2.348 3.679 -0.757 0.0358 0.1875 0.0164 -0.255
C -3.768 -1.684 5.109 -0.3662 0.0882 -0.4456 -0.080
C -3.968 3.514 -5.110 -0.1075 0.0769 -0.2669 -0.022
C -2.216 -5.681 -1.450 -0.2053 0.7372 -0.2039 -0.267
C 2.198 -4.301 5.249 0.3950 -0.3378 -0.3722 -0.285
C -2.873 -4.560 -0.671 -0.3994 -0.4738 0.9164 -0.085
C -0.288 4.394 -6.248 -0.0966 1.3412 0.0272 -0.140
C -1.028 4.985 -3.978 0.1236 -0.1483 0.8869 -0.027
C 0.011 3.247 2.637 0.1057 -0.3245 -0.1765 -0.304
C 3.488 1.010 5.833 -1.0428 0.9622 -0.4054 -0.253
C 1.812 0.101 -3.840 0.5479 -0.3533 0.3566 -0.077
C 3.207 -5.398 5.513 0.3138 -0.3864 0.4614 -0.075
C 7.199 -1.902 3.152 -1.3653 -0.0156 0.7844 -0.011
C -3.399 4.612 -1.302 -0.4648 0.5156 -0.2560 -0.066
C 5.152 2.569 1.219 0.6533 -0.0009 0.1363 -0.097
H 3.237 6.961 0.998 0.0177 -0.0677 0.0819 0.069
H -1.944 2.709 -7.760 0.1719 -0.0828 0.1400 0.114
H 0.942 4.111 -0.824 -0.2705 0.2573 0.2199 0.052
H -2.244 3.854 0.320 0.0070 -0.2464 -0.0032 0.108
H -4.500 -3.016 1.481 0.0240 0.2129 0.1906 0.099
H -2.469 0.819 -6.740 0.4326 0.2868 0.2104 0.083
H 3.215 -3.075 6.348 0.1602 0.3421 -0.1670 0.103
H -6.586 0.592 -2.068 0.0408 0.0551 -0.1888 0.082
H 0.405 -6.735 3.064 -0.0777 0.2797 0.3552 0.106
H -0.792 1.263 2.871 -0.0102 -0.0315 -0.1032 0.069
H -2.048 -5.922 -3.368 0.2549 0.3270 -0.2338 0.094
H -1.218 -1.762 1.652 -0.0891 0.0018 -0.1317 0.107
H 0.666 4.411 4.051 -0.0092 -0.1162 0.1368 0.077
H -4.359 2.997 -4.234 0.1240 0.0051 -0.0286 0.053
H 2.370 1.567 0.375 0.1334 -0.1634 -0.2166 0.121
H -2.538 -0.796 3.588 -0.1560 -0.0116 -0.0638 0.105
H -1.308 2.131 1.408 -0.1424 -0.1962 0.0412 0.056
H -2.143 -3.801 -0.388 -0.1054 0.2569 -0.3210 0.076
H -0.662 -3.911 -2.440 0.1454 0.3268 -0.3571 0.037
H 6.921 1.379 0.664 0.0071 0.1762 -0.0824 0.114
H -1.924 5.477 -4.352 0.0957 0.1103 -0.1159 0.065
H -5.036 -2.582 -0.103 -0.5302 -0.0322 0.0478 0.087
H 2.875 -6.383 5.179 -0.2464 0.0837 0.1133 0.074
H -7.020 -2.910 1.256 0.0296 -0.1066 0.3611 0.077
H -1.358 3.816 -1.183 -0.1246 -0.1120 -0.2095 0.084
H -3.311 3.809 -7.603 -0.2699 -0.7700 0.0945 0.115
H 1.005 -2.892 0.044 -0.0427 0.2108 -0.2051 0.066
H 2.308 -0.688 -3.267 -0.0659 0.0179 0.0849 0.071
H 4.310 0.481 6.304 -0.0658 -0.3513 -0.2553 0.114
H -6.948 -1.178 1.128 0.3249 0.0289 -0.2852 0.075
H -0.673 -1.747 4.258 -0.0561 -0.3878 0.1706 0.036
H -1.514 -6.763 4.491 0.0137 0.0308 0.0063 0.073
H 2.938 1.576 6.595 0.1679 -0.2824 0.1806 0.112
H 5.197 -4.210 0.572 0.0765 -0.1259 -0.0536 0.098
H -4.658 1.210 -3.488 0.4538 -0.0659 0.1834 0.085
H -0.004 0.356 -4.962 -0.4560 -0.1636 0.1817 0.098
H -1.642 -4.487 2.473 -0.2738 -0.2488 -0.1519 0.055
H 1.655 0.461 5.287 0.0516 -0.0050 -0.0657 0.099
H 3.129 2.569 4.342 -0.1048 -0.1264 0.0356 0.068
H -0.699 -6.721 1.774 -0.4627 0.1889 0.0193 0.101
H 0.075 -4.310 2.607 0.0596 -0.1746 0.0922 0.071
H -1.340 5.000 -8.043 0.0961 0.0789 0.0782 0.108
H -3.481 2.179 -0.388 0.1389 -0.6651 -0.2290 0.107
H -4.687 -1.550 4.530 -0.1031 0.1153 0.2085 0.060
H 0.444 3.855 -6.851 -0.1598 -0.3598 0.1183 0.120
H 3.437 -5.460 6.584 -0.1131 -0.0995 -0.0431 0.074
H 4.589 1.584 4.033 -0.2756 -0.2700 -0.0880 0.058
H 1.813 0.993 -3.214 -0.2769 -0.0495 0.0096 0.059
H 0.119 5.397 -6.056 0.5739 -0.3270 -0.0272 0.113
H 1.877 -4.372 4.211 0.1018 0.4767 -0.0741 0.091
H 1.815 -1.748 -1.045 0.2104 0.0459 -0.0445 0.069
H -0.375 -1.486 -2.859 0.0136 0.2232 0.2475 0.058
H -3.299 -4.918 0.272 0.2853 -0.2644 0.0769 0.074
H 0.917 5.799 -1.440 -0.0766 -0.0712 0.0373 0.074
H 1.319 5.962 1.055 -0.3949 -0.4130 -0.2925 0.106
H -3.560 4.494 -2.374 0.1092 -0.2573 0.0548 0.058
H 4.607 2.742 5.309 -0.2215 0.0378 -0.0016 0.083
H -5.169 0.837 -1.054 -0.1617 -0.3886 0.4206 0.065
H 4.393 0.119 0.828 0.2680 0.0151 0.3146 0.035
H -0.173 4.092 1.962 -0.0779 0.2426 0.3570 0.100
H -3.380 0.780 -5.214 0.4071 0.0732 -0.0767 0.052
H 2.274 4.710 -1.660 0.4308 0.3579 0.3169 0.086
H 1.303 -4.378 5.870 0.0362 -0.0566 0.1057 0.114
H 0.516 -1.364 -4.690 -0.0916 0.2742 -0.4123 0.116
H -1.999 2.516 3.020 -0.0250 0.2280 -0.1604 0.088
H 1.088 -4.686 -1.636 0.4270 -0.0410 -0.0448 0.111
H -3.720 4.534 -4.817 0.0001 0.0264 -0.0305 0.064
H -4.118 1.341 -6.663 0.0813 0.3710 -0.0561 0.087
H 4.259 2.420 1.827 -0.1497 -0.0570 -0.1616 0.039
H 2.642 -3.201 -0.335 0.2802 0.2831 -0.3227 0.084
H -2.825 -2.526 3.353 -0.0577 -0.0023 0.0303 0.087
H -0.229 5.717 -3.823 -0.0437 0.0618 -0.2736 0.082
H -6.375 -1.882 2.595 0.0682 -0.3053 0.0663 0.064
H -3.176 5.672 -1.147 0.3492 -0.1347 0.1291 0.086
H 2.507 4.637 0.874 -0.0631 0.1981 0.1464 0.099
H 6.135 0.943 2.183 0.2003 -0.0560 -0.0641 0.099
H -2.086 5.542 -6.562 -0.2002 -0.2165 0.0952 0.104
H 4.894 2.937 0.226 -0.0770 0.0403 0.0071 0.072
H 4.163 -5.229 5.016 -0.1858 0.3308 -0.2334 0.087
H 1.553 3.943 -4.362 -0.1677 0.1815 -0.0582 0.097
H -3.480 -1.086 0.473 -0.0540 0.0996 0.0786 0.053
H -0.913 -4.606 4.035 0.2028 -0.1333 0.0610 0.070
H -1.252 4.612 -2.975 -0.1256 -0.0743 -0.2290 0.047
H -3.309 -1.125 -2.984 0.6743 -0.0965 0.1584 0.105
H -4.359 4.462 -0.792 0.0671 -0.1936 -0.0480 0.080
H -1.266 -5.949 -0.974 0.0017 -0.0339 -0.1707 0.106
H -3.889 -2.588 5.705 0.2348 -0.0916 -0.0728 0.075
H -5.733 -0.841 -1.525 0.0721 0.0221 0.6043 0.064
H -3.749 -4.148 -1.171 0.3211 0.1655 -0.4244 0.069
H -5.019 -0.490 -3.765 -0.1697 0.2879 -0.1092 0.122
H 5.763 3.313 1.742 -0.0954 0.1380 -0.1367 0.073
H 2.484 0.304 -4.679 -0.2956 -0.0217 -0.1907 0.083
H -2.827 -6.584 -1.515 -0.1070 0.1176 0.0762 0.114
H -3.639 -0.838 5.782 -0.0015 0.0099 0.0097 0.075
H -4.739 3.558 -5.885 -0.1988 0.0661 0.2451 0.081
H 0.615 2.983 -3.215 -0.2250 0.2856 0.0301 0.063
H 7.763 -1.346 3.890 0.0824 0.1542 -0.1437 0.105
H 0.997 2.317 -4.737 -0.1131 0.2576 -0.3637 0.064
H 0.960 2.807 2.306 -0.0565 -0.0206 -0.0057 0.099
H 1.954 -3.557 -2.766 0.0101 -0.4015 0.0911 0.112

---

[2]
111
Properties=species:S:1:pos:R:3:forces:R:3:lowdin_charge:R:1 method="wB97M-V/def2-TZVPD" e_tot_ev=-58727.82537 homo_ev=-9.33 homo_lumo_gap_ev=6.04 charge=+1
N -0.465 -1.134 -2.229 1.0739 0.3442 1.1818 0.204
N -1.265 -0.828 -1.194 1.6265 -0.0706 0.0394 0.029
N 0.612 3.787 2.685 -0.1575 -0.0656 0.0635 -0.035
N 0.794 -1.079 -1.751 -2.4715 1.0876 0.1057 0.039
C -1.349 0.779 3.235 -1.2524 2.5689 0.5567 -0.023
C -1.344 3.157 1.290 -0.1858 -0.0088 -0.4836 -0.011
C 1.906 -1.103 -2.671 0.6678 -0.3342 -1.2270 -0.109
C 0.966 1.726 5.596 0.3443 0.0426 0.2983 -0.016
C -1.706 -1.422 6.951 0.0504 0.2233 -0.2401 -0.068
C 2.364 -2.331 -3.190 -0.0481 -0.2609 0.3613 -0.129
C 3.532 -2.338 -3.961 0.1281 0.6328 -0.1576 -0.020
C -0.540 -1.533 6.181 -0.3009 0.0697 -0.5219 -0.072
C 2.088 0.731 1.163 -0.1149 -0.3924 -0.3437 -0.007
C 2.259 4.039 4.554 0.4138 -0.4416 0.5033 -0.018
C 2.687 3.460 5.760 -0.1127 -0.0968 -0.5242 -0.075
C -2.580 -3.400 -1.401 -0.3466 0.5072 0.6627 -0.369
C 2.801 2.627 -2.679 0.0037 0.0023 0.0134 -0.065
C -2.676 -0.003 5.238 -0.1369 0.2195 0.1261 -0.020
C 2.636 -4.654 -2.247 0.0573 0.0415 0.0922 -0.055
C -3.260 2.764 -1.268 -0.0588 0.0123 0.1091 -0.072
C 1.679 -3.686 -2.938 0.0148 0.6343 -0.0147 -0.379
C 1.825 1.459 -2.748 0.0813 -0.3439 0.3119 -0.365
C -0.395 2.926 2.393 0.1983 -0.2391 1.0923 -0.221
C -3.378 -2.089 -1.510 0.8026 -0.6713 0.2505 -0.119
C -2.677 2.031 -3.591 -0.0035 -0.2230 -0.1295 -0.063
C -2.644 1.645 -2.108 -0.0300 -0.5562 0.2933 -0.372
C -0.417 1.862 3.332 0.1223 0.9692 -0.2339 -0.135
C -0.506 -0.535 -0.027 -0.9577 0.6197 -0.0416 -0.154
C 2.052 -0.325 0.228 1.4242 0.1353 0.8964 -0.143
C -0.455 -0.894 4.928 -0.3315 -0.1184 0.5194 -0.058
C -1.997 -3.733 -2.764 0.0967 0.0358 -0.3937 -0.068
C 3.286 1.116 1.766 -0.0131 -0.1951 -0.0636 -0.051
C -4.742 0.262 -2.087 -0.0322 0.0229 0.0287 -0.026
C -5.442 -0.930 -1.980 -0.1262 0.0471 0.1803 -0.040
C -2.768 -0.629 6.489 0.5085 -0.2804 -0.2538 -0.063
C 4.461 -0.620 0.552 -0.3160 0.0903 0.0773 -0.056
C -1.504 -0.078 4.458 0.4498 -1.1424 -0.2818 -0.208
C -3.410 -4.562 -0.852 0.0761 0.0459 0.0742 -0.072
C 2.050 2.305 6.259 -0.0789 0.1813 0.0240 -0.072
C -2.696 -0.858 -1.458 -0.7898 0.1322 -0.5435 -0.079
C 1.209 -4.281 -4.271 -0.0489 0.1421 -0.1254 -0.064
C -0.933 -0.311 1.333 -0.7272 -0.8519 1.0732 0.021
C 0.924 4.990 1.917 -0.2074 -0.0986 -0.1426 0.010
C 1.232 3.386 3.877 -0.2114 -0.0859 -0.1991 -0.175
C 4.204 -1.143 -4.239 -0.2378 -0.2952 0.3046 -0.033
C -4.746 -2.112 -1.754 0.1078 0.1818 0.0866 -0.019
C 0.726 1.687 -3.788 -0.0930 -0.1167 -0.3200 -0.052
C 3.265 -1.019 -0.045 -0.5286 0.3367 0.2049 -0.003
C 0.590 2.201 4.337 0.3749 0.6572 -0.4096 -0.088
C 2.508 0.122 -3.047 -0.1964 0.0148 0.3078 -0.119
C -3.363 0.307 -1.864 0.2707 0.7230 0.0401 -0.117
C 3.696 0.074 -3.777 0.0535 0.0626 -0.2650 -0.014
C 0.803 -0.630 -0.440 0.8677 -1.0276 -1.5290 -0.112
C 4.474 0.444 1.460 -0.3151 -0.0021 -0.0231 -0.064
H 4.233 1.008 -4.017 -0.4469 -0.6679 0.1133 0.118
H 3.254 2.810 -3.661 -0.0529 0.1002 0.2289 0.080
H -3.927 -4.281 0.074 0.0738 -0.0942 -0.1998 0.090
H 0.452 -1.011 4.338 -0.1173 0.1266 0.0954 0.121
H 0.635 -5.201 -4.116 0.1371 0.1381 0.0132 0.081
H -2.082 2.937 -3.762 -0.1811 -0.1880 0.0209 0.077
H -2.351 2.828 1.588 0.4058 -0.0073 -0.1455 0.085
H -5.265 -3.067 -1.762 0.0584 0.2222 0.0421 0.113
H 5.397 0.728 1.964 -0.1839 -0.0292 -0.2184 0.110
H -1.029 2.559 0.414 -0.2579 0.1393 0.1601 0.090
H 2.413 1.854 7.193 -0.3449 0.3643 -0.4104 0.111
H 0.156 2.604 -3.580 0.2157 -0.2235 -0.0178 0.075
H 2.127 -5.585 -1.982 0.0650 0.0958 -0.0574 0.088
H 2.287 3.543 -2.366 0.0397 -0.1597 -0.1167 0.082
H 3.922 -3.288 -4.343 -0.1920 0.4688 0.1300 0.119
H 0.390 0.949 6.082 0.3625 -0.0381 -0.1093 0.092
H 3.521 3.894 6.317 -0.3174 -0.1088 -0.2465 0.107
H 3.051 -4.214 -1.336 0.0074 -0.1231 -0.0407 0.076
H -2.620 3.657 -1.315 -0.2661 -0.1409 0.0110 0.086
H -2.742 -5.399 -0.627 -0.1658 0.0416 -0.0719 0.084
H 5.120 -1.159 -4.826 -0.1760 0.0041 0.1436 0.113
H -1.790 -1.963 7.902 0.0747 0.3643 -0.3925 0.113
H -4.151 -4.903 -1.588 0.1705 0.0227 0.2074 0.081
H 0.808 -3.493 -2.300 0.1129 -0.2116 -0.0622 0.105
H -1.416 -2.888 -3.146 -0.1797 -0.3694 -0.0852 0.052
H -3.659 -0.517 7.112 0.2356 -0.0165 -0.3741 0.111
H -2.274 1.223 -4.218 -0.1330 0.2662 0.1094 0.085
H 1.235 4.727 0.892 -0.0421 0.0607 0.4082 0.101
H -1.760 -3.207 -0.688 -0.1464 -0.1323 -0.1918 0.133
H 2.749 4.924 4.130 -0.2554 -0.3462 0.3627 0.107
H 3.247 -1.878 -0.712 0.1305 0.2482 0.1563 0.102
H 0.028 0.834 -3.798 0.1926 0.3461 -0.0816 0.062
H -5.267 1.188 -2.351 0.2171 -0.4466 0.1327 0.120
H 1.171 1.774 -4.793 -0.1840 -0.0055 0.2925 0.101
H 0.032 5.636 1.847 0.4626 -0.1641 0.1393 0.101
H -0.230 -0.797 2.052 -1.0198 -0.1335 -0.8191 0.087
H 1.339 1.374 -1.769 0.0720 0.0759 -0.0483 0.115
H 3.464 -4.893 -2.925 -0.1229 -0.0483 0.2464 0.081
H 0.581 -3.571 -4.823 0.1019 -0.1643 0.0814 0.088
H 0.306 -2.120 6.554 -0.3654 0.1701 -0.2425 0.113
H 2.084 -4.521 -4.893 -0.2982 0.0268 0.0998 0.082
H -1.442 4.215 0.981 0.2618 -0.5613 0.2056 0.095
H -1.342 -4.608 -2.713 -0.1095 0.0067 0.0203 0.077
H -1.601 1.483 -1.798 -0.1094 0.2778 -0.1104 0.108
H -3.354 2.447 -0.222 -0.0878 0.1672 -0.2955 0.066
H -4.261 3.024 -1.646 0.3733 -0.0129 0.1652 0.087
H 1.738 5.528 2.410 -0.2790 -0.0868 -0.1582 0.083
H -2.353 1.164 2.882 1.1646 -0.8060 0.0543 0.128
H -2.014 -0.332 1.502 0.4654 -1.1284 -0.3180 0.069
H 1.135 1.204 1.404 0.3839 0.1318 0.0231 0.091
H 3.288 1.936 2.485 -0.0078 -0.2292 -0.1390 0.101
H 3.589 2.418 -1.950 0.0169 0.0729 -0.1069 0.088
H -3.711 2.234 -3.907 0.2965 -0.0745 0.0548 0.087
H 5.387 -1.145 0.316 -0.2878 0.0780 0.0905 0.113
H -3.527 0.599 4.903 0.3568 -0.1557 -0.0014 0.118
H -6.532 -0.941 -2.040 0.3583 -0.0033 -0.2453 0.118
H -2.805 -3.945 -3.475 0.1334 -0.0045 0.0860 0.099